{
  "formula": "C21H24F2N2O13S",
  "method": "ωB97M-V/def2-TZVPD",
  "multiplicity": 1,
  "e_lumo_ev": -0.82,
  "species": ["C", "C", "C", "C", "C", "C", "N", "O", "O", "H", "H", "H", "H", "H", "C", "C", "C", "C", "C", "C", "N", "O", "O", "H", "H", "H", "H", "H", "O", "S", "O", "O", "C", "C", "C", "H", "H", "H", "H", "H", "H", "H", "H", "C", "C", "O", "C", "O", "O", "F", "H", "H", "H", "C", "C", "O", "C", "O", "O", "F", "H", "H", "H"],
  "coordinates": [[10.907, 50.014, 6.831], [11.026, 51.117, 7.629], [12.212, 51.504, 8.281], [13.381, 50.815, 7.988], [13.256, 49.696, 7.111], [12.047, 49.269, 6.524], [14.703, 51.259, 8.503], [14.809, 52.180, 9.390], [15.733, 50.728, 8.040], [9.907, 49.827, 6.468], [10.226, 51.837, 7.719], [12.150, 52.513, 8.661], [14.108, 49.115, 6.791], [12.033, 48.251, 6.163], [10.146, 44.444, 9.104], [10.091, 43.256, 8.381], [9.042, 43.068, 7.483], [7.959, 43.988, 7.418], [7.861, 45.102, 8.331], [9.014, 45.302, 9.107], [6.813, 43.787, 6.571], [5.879, 44.578, 6.632], [6.930, 42.872, 5.732], [10.950, 44.707, 9.776], [10.928, 42.576, 8.442], [9.098, 42.099, 7.010], [6.984, 45.730, 8.382], [8.966, 46.261, 9.601], [13.139, 43.907, 7.346], [13.303, 44.992, 8.363], [14.308, 46.096, 8.123], [11.778, 45.631, 8.536], [11.169, 46.458, 7.560], [11.090, 47.803, 8.034], [13.419, 44.293, 10.109], [10.130, 46.189, 7.368], [11.717, 46.243, 6.642], [11.984, 48.381, 7.799], [10.983, 47.981, 9.104], [10.349, 48.227, 7.356], [12.646, 43.556, 10.328], [13.034, 45.229, 10.513], [14.383, 44.208, 10.610], [10.700, 45.031, 13.516], [10.293, 45.027, 12.063], [11.183, 45.975, 11.529], [12.308, 45.822, 12.286], [13.426, 46.192, 12.001], [12.025, 45.201, 13.361], [9.113, 45.358, 11.929], [10.423, 44.109, 14.028], [10.237, 45.881, 14.016], [10.452, 44.056, 11.594], [18.332, 45.639, 9.752], [18.381, 44.567, 8.626], [17.122, 43.841, 8.848], [16.267, 44.747, 9.465], [15.081, 44.425, 9.775], [16.972, 45.878, 9.641], [19.462, 43.784, 8.954], [18.919, 46.458, 9.336], [18.719, 45.327, 10.722], [18.475, 44.848, 7.578]],
  "mulliken_charge": [-0.51, -0.62, -0.43, -0.20, -0.49, 0.15, 0.89, -0.56, -0.54, 0.49, 0.40, 0.40, 0.45, 0.68, 2.24, -0.77, -0.67, -0.09, -0.57, -0.59, 0.95, -0.61, -0.60, -1.08, 0.35, 0.47, 0.48, 0.34, -0.68, 1.02, -0.66, -0.14, -0.37, -0.81, -0.04, -0.12, 0.79, -0.24, 0.39, 0.37, 0.50, -0.84, 0.37, -0.67, 0.23, -0.09, 0.87, -0.56, -0.32, -0.33, 0.34, 0.36, 0.46, -0.43, 0.24, -0.32, 0.70, -0.40, -0.25, -0.30, 0.30, 0.32, 0.33]
}